Formula: C2H4N2S3
Source: the OMol25 dataset
Level of theory: ωB97M-V/def2-TZVPD

Geometry as XYZ:
```
11
Properties=species:S:1:pos:R:3:nbo_charge:R:1
C -1.54 -0.23 -0.05 -0.389
C 0.57 1.30 -0.03 -0.362
N -0.46 -0.62 -0.74 -0.458
N 0.88 -0.03 -0.27 -0.363
S -3.10 -0.79 -0.11 0.266
S -1.21 1.41 0.56 0.225
S 1.36 -1.03 1.16 0.115
H 1.26 1.72 0.87 0.243
H 0.78 1.85 -0.98 0.232
H -0.42 -1.59 -0.86 0.382
H 1.88 -1.99 0.45 0.108
```

## Properties
<S²>: 2.007
Energy above the lowest of the compared OMol25 structures with the same formula, charge and spin in kcal/mol: 50.15
Gap between HOMO and LUMO (alpha / beta) in eV: 6.5 / 6.2
HOMO (alpha / beta) in eV: -5.884 / -9.129
Spin multiplicity: 3

***

Formula: C2H4N2Se
Source: the OMol25 dataset
Level of theory: ωB97M-V/def2-TZVPD

Geometry as XYZ:
```
9
Properties=species:S:1:pos:R:3:nbo_charge:R:1
C 2.10 0.88 -1.10 -0.585
C -2.09 -0.98 0.70 -0.488
N 0.05 -0.16 1.33 -0.031
N -1.01 -0.42 1.07 0.065
Se 1.47 2.15 -0.18 0.210
H 1.40 0.16 -1.41 0.173
H 3.14 0.68 -1.54 0.206
H -2.23 -1.33 -0.33 0.231
H -2.82 -0.98 1.44 0.219
```

## Properties
Energy above the lowest of the compared OMol25 structures with the same formula, charge and spin in kcal/mol: 50.46
Gap between HOMO and LUMO (alpha / beta) in eV: 7.7 / 7.7
HOMO (alpha / beta) in eV: -8.140 / -8.140

***

Formula: C2H4N2Se
Source: the OMol25 dataset
Level of theory: ωB97M-V/def2-TZVPD

Geometry as XYZ:
```
9
Properties=species:S:1:pos:R:3:nbo_charge:R:1
C -0.11 -1.27 0.03 -0.341
N -1.13 -0.53 -0.34 -0.124
N -1.06 0.67 -0.33 -0.089
C 0.17 1.31 -0.01 -0.412
Se 1.70 -0.08 -0.27 0.033
H -0.18 -1.78 1.01 0.241
H 0.10 -2.07 -0.69 0.231
H 0.29 2.27 -0.49 0.232
H 0.21 1.48 1.08 0.230
```

## Properties
Energy above the lowest of the compared OMol25 structures with the same formula, charge and spin in kcal/mol: 20.10
Gap between HOMO and LUMO in eV: 8.7
HOMO in eV: -8.708
Structure (SMILES): C1N=NC[Se]1

***

Formula: C2H4N3
Source: the OMol25 dataset
Level of theory: ωB97M-V/def2-TZVPD

Geometry as XYZ:
```
9
Properties=species:S:1:pos:R:3:nbo_charge:R:1
C 1.61 0.62 0.81 0.419
C 0.00 -0.03 -0.12 0.732
N 0.39 1.13 0.49 -0.650
N 1.09 -0.67 0.51 -0.632
N -1.13 -0.35 -0.59 -0.687
H 0.03 2.07 0.47 0.454
H 1.37 -1.59 0.44 0.442
H -1.43 -1.23 -1.02 0.457
H -1.92 0.05 -0.99 0.467
```

## Properties
Net charge: +1
Energy above the lowest of the compared OMol25 structures with the same formula, charge and spin in kcal/mol: 78.86
Gap between HOMO and LUMO in eV: 9.3
HOMO in eV: -14.914

***

Formula: C2H4N3O
Source: the OMol25 dataset
Level of theory: ωB97M-V/def2-TZVPD

Geometry as XYZ:
```
10
Properties=species:S:1:pos:R:3:nbo_charge:R:1
O 1.83 0.69 1.42 -0.154
N 0.85 0.34 0.85 0.401
C 0.31 0.79 -0.51 -0.101
N -0.81 -0.27 -0.65 -0.471
C -0.73 -1.03 0.37 0.365
N 0.17 -0.67 1.27 -0.278
H 0.93 0.61 -1.31 0.261
H -0.03 1.73 -0.50 0.257
H -1.23 -0.33 -1.57 0.468
H -1.28 -1.84 0.61 0.251
```

## Properties
Net charge: +1
Energy above the lowest of the compared OMol25 structures with the same formula, charge and spin in kcal/mol: 77.48
Gap between HOMO and LUMO in eV: 9.7
HOMO in eV: -16.255
Structure (SMILES): O=[N+]1CNC=N1

***

Formula: C2H4N3O
Source: the OMol25 dataset
Level of theory: ωB97M-V/def2-TZVPD

Geometry as XYZ:
```
10
Properties=species:S:1:pos:R:3:nbo_charge:R:1
C 1.85 0.69 0.10 0.866
C -1.50 -0.91 0.52 -0.485
N 1.86 1.15 -1.00 -0.717
N -0.34 0.63 -1.03 0.360
N -0.83 -0.06 -0.31 0.146
O 1.61 0.20 1.11 -0.502
H -2.12 -0.29 1.08 0.295
H -0.99 -1.36 1.28 0.303
H -1.87 -1.65 -0.11 0.290
H 2.35 1.60 -1.65 0.444
```

## Properties
Net charge: +1
Energy above the lowest of the compared OMol25 structures with the same formula, charge and spin in kcal/mol: 49.30
Gap between HOMO and LUMO in eV: 10.2
HOMO in eV: -15.721

***

Formula: C2H4N3O4P
Source: the OMol25 dataset
Level of theory: ωB97M-V/def2-TZVPD

Geometry as XYZ:
```
14
Properties=species:S:1:pos:R:3:nbo_charge:R:1
C 0.57 -2.00 -0.25 0.073
C 1.06 0.29 0.18 0.548
N 0.33 -0.84 0.25 -0.472
N 2.27 0.11 -0.26 0.211
N 0.50 1.52 0.47 -0.760
O 4.66 -0.09 1.36 -1.057
O 5.36 -0.28 -1.22 -1.035
O 2.92 -1.07 -0.43 -0.562
O 3.24 1.10 -0.24 -0.577
P 4.52 -0.16 -0.08 2.430
H -0.10 -2.78 0.00 0.174
H 1.28 -2.32 -0.99 0.194
H -0.39 1.56 0.75 0.405
H 1.09 2.35 0.56 0.427
```

## Properties
Energy above the lowest of the compared OMol25 structures with the same formula, charge and spin in kcal/mol: 0.00
Gap between HOMO and LUMO (alpha / beta) in eV: 8.8 / 8.8
HOMO (alpha / beta) in eV: -9.707 / -9.706

***

Formula: C2H4N4
Source: the OMol25 dataset
Level of theory: ωB97M-V/def2-TZVPD

Geometry as XYZ:
```
10
Properties=species:S:1:pos:R:3:nbo_charge:R:1
C -1.50 -0.54 -0.56 -0.320
C -0.90 -1.53 0.32 0.084
N 1.78 1.67 0.69 0.264
N 1.57 2.09 1.71 -0.116
N 2.11 1.41 -0.42 -0.556
N -0.05 -0.85 -0.29 -0.342
H -1.89 -0.82 -1.52 0.183
H -1.90 0.37 -0.13 0.184
H -1.04 -2.31 1.03 0.214
H 1.83 0.52 -0.83 0.405
```

## Properties
Energy above the lowest of the compared OMol25 structures with the same formula, charge and spin in kcal/mol: 99.58
Gap between HOMO and LUMO in eV: 10.7
HOMO in eV: -9.707

***

Formula: C2H4N4
Source: the OMol25 dataset
Level of theory: ωB97M-V/def2-TZVPD

Geometry as XYZ:
```
10
Properties=species:S:1:pos:R:3:nbo_charge:R:1
N -1.63 0.33 -0.12 -0.789
C -0.40 0.63 0.20 0.347
C 0.74 1.18 0.43 -0.181
N 1.37 0.44 -0.62 -0.309
N 1.54 -0.88 -0.45 0.036
N 0.54 -1.56 -0.14 -0.476
H -1.87 -0.65 -0.22 0.419
H -2.37 1.02 -0.05 0.402
H 1.20 2.01 0.97 0.215
H 0.88 -2.52 0.00 0.337
```

## Properties
Energy above the lowest of the compared OMol25 structures with the same formula, charge and spin in kcal/mol: 129.77
Gap between HOMO and LUMO in eV: 9.2
HOMO in eV: -8.369

***

Formula: C2H4N4
Source: the OMol25 dataset
Level of theory: ωB97M-V/def2-TZVPD

Geometry as XYZ:
```
10
Properties=species:S:1:pos:R:3:nbo_charge:R:1
N 1.03 0.70 1.27 -0.464
C 0.65 -0.41 1.24 0.460
N 0.43 -1.68 1.10 -0.829
H 1.38 -2.18 0.98 0.417
H -0.28 -2.02 0.61 0.423
N -0.99 -0.71 -1.39 -0.420
C -0.92 0.41 -1.07 0.421
N -0.47 1.67 -1.19 -0.846
H -1.07 2.50 -1.09 0.410
H 0.23 1.71 -0.46 0.428
```

## Properties
Energy above the lowest of the compared OMol25 structures with the same formula, charge and spin in kcal/mol: 37.60
Gap between HOMO and LUMO in eV: 10.9
HOMO in eV: -10.246
Structure (SMILES): N#CN.N#CN

***

Formula: C2H4N4
Source: the OMol25 dataset
Level of theory: ωB97M-V/def2-TZVPD

Geometry as XYZ:
```
10
Properties=species:S:1:pos:R:3:nbo_charge:R:1
C 0.01 0.45 -0.21 0.508
C -1.30 -0.99 0.41 0.157
H 0.69 2.31 1.05 0.453
H 1.82 1.42 -0.45 0.370
H -2.16 -1.33 0.83 0.184
H 1.28 -1.29 -1.33 0.453
N 0.67 1.67 -0.02 -0.845
N -1.13 0.29 0.36 -0.520
N -0.41 -1.72 -0.05 -0.293
N 0.54 -0.80 -0.58 -0.468
```

## Properties
Energy above the lowest of the compared OMol25 structures with the same formula, charge and spin in kcal/mol: 79.13
Gap between HOMO and LUMO in eV: 9.2
HOMO in eV: -8.890

***

Formula: C2H4N4
Source: the OMol25 dataset
Level of theory: ωB97M-V/def2-TZVPD

Geometry as XYZ:
```
10
Properties=species:S:1:pos:R:3:nbo_charge:R:1
N -1.67 -0.51 0.91 -0.887
C -0.72 -0.02 0.09 0.465
N 0.45 -0.45 0.69 -0.578
C 1.39 0.02 -0.07 0.222
N 0.83 0.69 -1.08 -0.373
N -0.55 0.68 -1.01 -0.357
H -0.77 -0.96 1.49 0.472
H -2.67 -0.46 0.71 0.415
H 2.44 -0.13 0.10 0.211
H 1.30 1.15 -1.83 0.408
```

## Properties
Energy above the lowest of the compared OMol25 structures with the same formula, charge and spin in kcal/mol: 44.66
Gap between HOMO and LUMO in eV: 9.2
HOMO in eV: -8.236
Structure (SMILES): Nc1nc[nH]n1